54
Properties=species:S:1:pos:R:3:forces:R:3 method="wB97M-V/def2-TZVPD" largest_force_ev_per_a=6.3 charge=-2 homo_energy_ev="2.007 / -0.968" spin_multiplicity=3 total_energy_ha=-2143.96519 relative_energy_ev=0.000
Au -0.2455 0.2747 -1.1866 0.10 0.05 0.06
I -0.4568 1.8574 -5.6403 3.59 3.13 -4.05
S 2.1618 -1.2521 2.5756 -5.54 -0.30 0.07
O 2.7424 -2.5764 2.7128 0.79 0.27 -0.39
O -1.2199 -1.1137 0.8540 -0.32 0.12 -1.75
O 3.0396 -0.1077 2.6355 1.09 0.24 -0.19
O -3.1535 0.0547 -2.1444 0.78 0.53 1.26
N 1.1024 -1.1200 1.2859 1.78 -0.39 -0.49
N -1.1614 3.1706 -0.5748 -1.77 0.03 -1.22
N 0.6734 2.6641 0.3512 0.60 0.78 0.01
N 0.0094 -2.7165 -1.8885 -0.34 -0.11 -0.82
N 1.9042 -1.7497 -1.7811 0.89 0.67 -0.56
C -2.3502 3.2232 -1.4615 0.30 0.62 0.46
C -0.4557 -0.8327 5.8098 0.25 -0.27 0.41
C -0.2831 2.1710 -0.4841 0.90 0.43 0.98
C 0.5882 -1.5159 -1.6783 -0.24 -0.65 0.50
C 2.9345 -0.7086 -1.5781 0.05 -0.45 -0.04
C 0.7814 -1.1236 3.7616 1.33 0.17 1.33
C -1.6726 -0.6118 5.0963 -0.16 0.21 -1.06
C -2.0049 0.2866 -2.4591 -1.98 -1.04 -2.27
C -1.8262 0.3050 -4.0259 -2.07 -1.03 2.49
C -0.7923 4.2653 0.1408 0.27 1.27 0.49
C 0.3958 3.9821 0.7210 -0.94 -1.22 -0.87
C -0.2321 -1.0971 1.6046 0.64 -0.09 4.08
C -0.4338 -1.0220 3.0877 -0.82 0.28 -3.43
C -1.4241 -3.0199 -1.9498 0.13 -0.06 -0.21
C 2.1475 -3.0459 -2.1854 0.62 0.04 -0.09
C 0.7645 -1.0668 5.1352 0.79 -0.05 0.39
C 1.9807 2.0589 0.6167 0.24 -0.06 0.03
C 0.9528 -3.6444 -2.2882 -0.43 -0.29 0.29
C -1.6633 -0.6656 3.7018 0.20 -0.11 1.48
H -2.8199 -0.0800 -4.3269 0.40 -0.20 -0.26
H -2.5513 -0.4075 3.1136 0.43 -0.33 0.09
H 1.0397 4.5886 1.2928 0.54 0.29 0.60
H 2.2228 2.0714 1.6860 -0.27 -0.08 -0.26
H 3.9212 -1.1282 -1.8390 -0.47 0.10 -0.04
H 2.9668 -0.4246 -0.5215 -0.18 -0.21 -0.18
H -1.3951 5.1812 0.1612 0.40 -0.63 -0.02
H -2.6005 -0.3735 5.6397 0.46 -0.04 -0.22
H -0.4683 -0.7866 6.8914 0.07 -0.04 0.10
H 0.6571 -4.6275 -2.6238 0.18 0.08 0.20
H -1.9557 -2.6058 -1.0905 0.26 0.11 -0.07
H 2.7648 2.6162 0.0722 -0.37 -0.18 0.09
H -3.0855 2.4617 -1.2118 0.21 -0.10 0.00
H 2.7215 0.1732 -2.2013 -0.02 -0.41 0.19
H 3.1366 -3.4278 -2.3944 -0.14 0.14 0.13
H 1.7180 -1.2120 5.6971 -0.85 0.24 -0.29
H -1.5073 -4.1167 -1.9505 -0.06 0.35 0.10
H -1.8256 1.4298 -4.4203 -0.58 -2.97 2.04
H -1.8506 -2.6460 -2.8918 0.07 0.03 0.33
H -2.7802 4.2233 -1.2700 0.01 -0.51 -0.26
H -1.0198 -0.4093 -4.3495 -0.66 1.40 0.28
H 1.9652 1.0146 0.2894 -0.18 0.34 0.27
H -2.0569 3.1628 -2.5166 0.02 -0.14 0.30

=====

79
Properties=species:S:1:pos:R:3:forces:R:3 method="wB97M-V/def2-TZVPD" largest_force_ev_per_a=2.9 charge=-1 homo_energy_ev=-4.928 spin_multiplicity=2 total_energy_ha=-8815.59096 relative_energy_ev=0.008
Yb 2.0708 -0.2899 0.4940 -0.20 1.55 -0.95
Br -11.5212 2.0305 -0.1214 0.22 -0.02 0.07
Br 0.9155 -3.6194 0.4464 -0.08 -0.43 0.06
S 1.5301 1.3200 -4.3771 -0.12 0.04 0.39
O 1.5479 -1.3082 2.2622 -0.65 0.17 -0.08
O 2.4028 -2.4456 3.9634 -0.09 0.40 -0.04
O 0.4789 1.2334 1.4557 0.42 -0.31 -0.23
O 5.4646 1.4376 2.8862 0.03 -0.01 0.07
N -5.7732 1.0165 1.4531 2.82 -0.49 0.33
N 3.7736 0.1896 1.9540 -0.77 -0.58 0.16
N -4.9092 0.5454 0.6229 -2.40 0.45 0.17
N 1.4855 1.1291 -1.7959 0.57 -0.86 0.31
N 3.4698 -3.0363 1.1736 -0.27 -0.06 0.06
N 3.2720 2.1870 0.2378 -0.10 -0.14 0.10
N -0.3407 -0.5315 -0.4003 0.07 -0.37 -0.02
C -0.6899 4.0986 -1.6732 -0.04 0.04 0.04
C 4.6700 1.1598 1.9837 0.36 0.65 -0.69
C 1.9752 0.5433 -2.8409 -0.57 0.95 -0.40
C -2.6609 -0.0071 0.0660 0.22 0.12 0.11
C 4.6359 -3.2052 1.7817 0.23 -0.17 0.11
C -0.8182 4.3340 -3.0413 0.01 0.09 -0.06
C -8.7296 1.6769 -0.6242 -0.33 -0.03 -0.02
C -3.0835 1.4522 1.9663 -0.52 -0.25 -0.34
C 0.0809 3.0589 -1.1973 0.07 -0.16 0.07
C 4.6566 2.0211 0.6913 0.31 0.01 0.48
C 3.9522 -2.3061 -4.1424 0.04 -0.09 -0.03
C -0.1571 3.5388 -3.9588 -0.04 0.03 -0.01
C 3.8578 -5.1497 2.9150 -0.05 0.08 -0.12
C 2.7577 -0.6640 -2.8388 0.45 -0.93 0.46
C 3.6224 -0.5393 3.2047 0.15 -0.08 0.04
C 4.1017 -3.0552 -2.9832 -0.02 0.06 -0.11
C -1.2732 0.1273 0.3121 -0.34 0.07 0.19
C 2.4316 -1.5155 3.1584 0.94 -0.41 1.38
C -8.0841 1.1355 2.0262 0.48 -0.13 -0.23
C -2.0772 -1.4627 -1.7483 -0.25 0.22 0.14
C -7.4259 1.4026 -0.2802 0.32 -0.26 0.36
C 0.7237 2.2186 -2.1037 -0.38 0.70 -0.69
C -1.7447 1.6427 2.1664 0.50 -0.04 0.12
C -9.7049 1.6654 0.3589 -0.25 0.03 -0.07
C 3.2654 -1.1178 -4.0631 -0.13 0.16 0.09
C 2.9139 -1.3664 -1.6078 0.10 0.15 -0.66
C -0.7608 1.0153 1.3555 -0.52 0.13 -0.06
C 3.5934 -2.5893 -1.7833 -0.02 -0.04 0.37
C -9.3928 1.3910 1.6818 -0.28 0.06 -0.22
C 4.8834 -4.2550 2.6485 -0.06 -0.02 0.01
C 2.6353 -4.9864 2.2843 0.03 0.03 0.00
C 0.6091 2.4881 -3.4845 0.14 -0.24 0.27
C -7.0694 1.1252 1.0527 -1.40 0.24 -0.93
C -0.7364 -1.2995 -1.3947 0.29 0.00 -0.04
C 2.5209 -3.9119 1.4224 0.00 -0.02 -0.30
C -3.0438 -0.8246 -1.0107 0.18 -0.14 -0.12
C -3.5990 0.6694 0.9130 0.97 0.24 0.68
H -0.2384 3.7146 -5.0202 -0.05 0.08 -0.11
H -8.9864 1.9024 -1.6491 -0.05 0.01 -0.03
H 4.3477 -2.6562 -5.0845 0.03 -0.01 -0.10
H 3.1003 -0.5245 -4.9530 0.10 -0.03 -0.16
H 0.1951 2.8659 -0.1434 -0.03 0.01 0.16
H 5.1557 2.9790 0.9056 -0.07 -0.30 0.03
H 0.0399 -1.8142 -1.9469 0.12 -0.03 -0.01
H 5.3906 -2.4655 1.5555 0.10 0.09 0.01
H -1.4323 5.1538 -3.3864 -0.03 0.03 -0.03
H -2.3301 -2.0857 -2.5923 -0.04 -0.07 -0.05
H -3.8043 1.9348 2.6138 0.02 0.05 -0.02
H -7.8289 0.9229 3.0521 0.12 0.03 0.13
H 3.7314 -3.2313 -0.9223 0.03 0.12 -0.13
H -4.0946 -0.9349 -1.2295 -0.07 -0.02 -0.03
H 4.6135 -4.0102 -3.0158 0.01 -0.01 0.00
H 5.8492 -4.3530 3.1198 0.05 0.01 0.05
H 3.2475 2.7506 -0.6096 -0.15 -0.19 0.12
H 4.5385 -1.0950 3.4541 -0.29 0.05 0.11
H -6.6516 1.4054 -1.0320 0.10 0.07 -0.03
H -1.4056 2.2787 2.9717 0.10 0.04 0.02
H 4.0048 -5.9622 3.6122 0.00 -0.05 0.04
H -10.1734 1.3910 2.4292 0.00 -0.02 0.03
H 5.2313 1.5042 -0.0851 -0.09 0.04 0.04
H -1.2093 4.7342 -0.9698 -0.02 0.05 0.02
H 3.4530 0.1658 4.0326 0.03 -0.17 -0.03
H 1.7928 -5.6367 2.4661 0.03 -0.02 0.00
H 2.7607 2.6990 0.9604 0.01 -0.15 -0.26